Density functional theory data (ωB97M-V/def2-TZVPD) for 2 unconnected molecules or ions with the total composition C4H14N3.

Energy above the lowest of the compared OMol25 structures with the same formula, charge and spin (eV): 0.3397
Charge: +1
DFT total energy (Eh): -324.852359
Highest occupied orbital energy (eV): -13.275

The geometry in XYZ format:
```
21
Properties=species:S:1:pos:R:3:forces:R:3
H -1.204 -2.926 0.739 -0.091 -0.042 -0.054
H -2.664 -2.064 1.229 0.114 0.098 0.086
N -0.156 -0.899 -0.759 0.478 -0.141 0.064
H 0.488 -1.196 1.824 -0.062 0.007 0.046
H 0.527 -0.111 -0.841 0.170 0.155 -0.205
C 1.489 2.215 -1.225 0.669 -0.054 0.207
N 1.472 2.600 0.066 -0.465 0.197 0.091
C -0.296 -0.452 1.655 0.089 -0.359 -0.438
H -1.772 0.022 0.163 -0.007 0.049 0.025
H 2.014 2.089 0.741 0.014 -0.151 -0.020
H 1.273 3.561 0.285 -0.033 -0.007 0.022
N 1.831 1.018 -1.559 0.000 0.423 0.198
H -0.951 -0.454 2.522 0.041 0.200 0.044
H 2.108 0.999 -2.534 -0.520 -0.261 -0.209
H -0.637 -0.975 -1.655 -0.117 0.002 0.086
H 0.177 0.517 1.504 -0.049 0.106 0.305
H -2.377 -2.324 -0.467 0.092 -0.028 -0.082
C -1.877 -2.105 0.476 0.044 0.055 0.219
C -1.100 -0.798 0.415 -0.372 -0.166 -0.226
H 0.432 -1.733 -0.664 -0.117 0.001 0.010
H 1.224 3.017 -1.916 0.119 -0.085 -0.168
```
Forces are in eV/Å.


Density functional theory data (ωB97M-V/def2-TZVPD) for 3 unconnected molecules or ions with the total composition C4H14N3 in a non-equilibrium geometry.

Energy above the lowest of the compared OMol25 structures with the same formula, charge and spin (eV): 7.6396
Charge: +1
DFT total energy (Eh): -324.584095
Highest occupied orbital energy (eV): -13.923

The geometry in XYZ format:
```
21
Properties=species:S:1:pos:R:3:forces:R:3
C -1.780 -1.623 0.336 0.208 -1.340 -0.303
H 0.886 -0.521 0.664 0.046 -0.022 -0.523
H 14.135 -0.422 0.159 -2.625 -3.113 -0.525
H 2.062 2.631 -0.799 0.190 -0.353 -0.066
H -0.015 1.310 -1.515 0.284 -0.090 0.024
H -3.356 -0.370 -0.247 -0.051 -0.467 -0.419
H 13.533 -1.136 0.038 2.625 3.113 0.525
H -2.408 0.104 1.017 -1.063 -0.413 0.199
H 0.836 2.426 0.314 0.334 0.574 0.244
H 1.535 0.423 -1.656 -0.229 -0.291 0.476
H 0.113 -1.982 -0.858 0.098 -0.301 0.073
H -0.157 0.771 1.841 -0.102 -0.067 0.098
H -2.275 -2.564 0.087 0.622 -0.332 -0.621
N -2.856 -0.732 0.556 1.946 2.091 1.031
N 1.550 1.960 -0.235 -0.769 -0.539 0.187
C 0.867 0.943 -0.960 -0.515 1.536 -1.598
N -0.628 0.751 0.931 -0.354 0.535 -1.742
C 0.091 -0.043 0.062 1.102 -1.844 2.812
H -1.196 -1.779 1.239 -0.521 -0.066 0.610
H -1.114 -0.979 -1.617 0.159 0.396 -0.320
C -0.631 -1.221 -0.678 -1.385 0.993 -0.165
```
Forces are in eV/Å.


Density functional theory data (ωB97M-V/def2-TZVPD) for a gas-phase ion, C4H14N3 (charge +1) in a non-equilibrium geometry.

Energy above the lowest of the compared OMol25 structures with the same formula, charge and spin (eV): 1.0368
Charge: +1
SMILES: NCC[C@H]([NH3+])CN
DFT total energy (Eh): -324.826743
Highest occupied orbital energy (eV): -13.314

The geometry in XYZ format:
```
21
Properties=species:S:1:pos:R:3:forces:R:3
H 0.015 -3.092 0.085 0.519 0.371 0.079
N -0.785 0.735 0.646 -1.849 -1.052 0.877
H 1.417 2.794 0.262 0.672 -0.657 0.095
H -0.281 1.510 -1.847 0.013 0.064 0.261
H -1.735 0.550 0.291 0.548 -0.089 -0.822
H -1.459 -2.335 0.133 -0.116 0.510 0.232
H 0.704 3.546 -0.961 -0.201 -0.422 -0.407
C 0.597 1.424 -1.188 -0.007 0.816 -0.934
H 1.219 0.239 0.457 -0.191 0.037 0.236
N 0.738 2.669 -0.461 -1.157 0.955 0.614
C -0.401 -2.092 0.269 -0.468 -1.435 0.548
H -0.777 -0.998 -1.495 0.028 0.349 0.476
N -0.208 -1.638 1.670 -0.510 -0.750 -0.179
H 1.417 1.325 -1.897 0.324 -0.953 0.246
H 0.731 -1.850 1.982 0.249 0.193 0.004
C 0.036 -1.079 -0.743 -0.732 0.432 -2.234
H -0.792 -2.262 2.220 -0.013 0.282 0.311
C 0.343 0.298 -0.196 0.814 0.266 -0.816
H -0.809 1.756 0.784 0.807 -0.197 0.584
H -0.762 -0.047 1.421 0.508 1.147 0.299
H 0.791 -1.452 -1.431 0.762 0.134 0.531
```
Forces are in eV/Å.


Density functional theory data (ωB97M-V/def2-TZVPD) for 2 unconnected molecules or ions with the total composition C4H14N3O in a non-equilibrium geometry.

Energy above the lowest of the compared OMol25 structures with the same formula, charge and spin (eV): 2.6871
Charge: +1
DFT total energy (Eh): -400.033791
Highest occupied orbital energy (eV): -12.035

The geometry in XYZ format:
```
22
Properties=species:S:1:pos:R:3:forces:R:3
C -0.096 -1.234 0.010 -1.047 -1.589 1.667
H 1.708 -0.911 1.952 -0.306 -0.492 0.303
H -1.447 1.317 -1.050 0.538 0.024 0.412
C -1.659 0.141 -2.630 -1.619 -0.902 -0.228
N -2.729 0.680 -3.051 0.529 0.860 -0.452
H 0.655 -0.547 -1.968 -0.331 -0.356 0.668
C 0.190 -0.184 -1.029 0.508 0.218 -1.307
O 3.243 0.620 2.957 -0.019 0.102 0.453
H 1.011 0.456 -0.643 -0.663 0.348 -0.184
H -2.926 1.584 -2.595 -0.174 -0.528 0.072
H -1.405 -0.795 -3.189 0.560 0.733 0.912
H 3.189 1.581 2.960 0.247 0.153 -0.023
N 0.991 -0.189 2.034 -0.288 0.175 -1.108
H -0.938 -1.027 2.117 0.514 -0.460 -0.502
H 0.894 0.054 3.019 0.194 0.235 -0.204
H 0.609 -2.068 0.129 0.541 0.495 -0.193
C -0.313 -0.530 1.358 -1.021 -0.295 0.296
H -1.026 -1.837 -0.125 0.409 0.882 -0.553
H 3.596 0.411 3.833 0.135 -0.056 -0.195
H -0.914 0.370 1.154 0.710 0.163 0.243
N -1.031 0.488 -1.444 0.715 -0.145 -0.567
H 1.455 0.551 1.507 -0.130 0.434 0.489
```
Forces are in eV/Å.